No. 1
Molecular formula: C5H13N2O
Method: DFT, wB97M-V/def2-TZVPD

```
21
Properties=species:S:1:pos:R:3:forces:R:3:lowdin_spin:R:1
N -0.09772 0.16144 1.89854 -0.5 -0.1 -4.7 0.000
C -0.03301 0.16334 0.40445 4.5 -0.9 2.8 0.000
C 0.63879 -0.96407 -0.22446 0.6 1.4 2.0 0.000
C 0.99466 -2.19495 0.63294 -2.4 -1.6 -0.1 0.000
O -0.03600 -2.57942 1.49554 0.9 1.5 -0.8 0.001
C 0.13382 1.44475 -0.39447 -1.0 1.5 2.1 0.080
N -0.56320 1.36035 -1.65270 0.8 0.6 0.8 0.700
C -0.40619 2.57800 -2.34859 0.6 2.3 -2.2 0.088
H -0.15876 -0.85195 2.09993 0.2 -1.0 0.4 0.000
H -0.96700 0.57962 2.16122 -0.6 0.6 0.5 0.000
H -0.59895 -0.81123 -0.25167 -1.2 -0.9 -0.9 -0.001
H 1.16446 -0.73901 -1.17338 -0.9 -0.2 0.3 0.001
H -2.56746 -1.41959 1.04797 -0.7 0.8 -0.5 0.000
H 1.90418 -1.93206 1.18840 0.5 0.4 -0.2 0.000
H 1.22550 -3.03918 -0.07723 0.2 0.7 0.3 0.000
H -0.25321 2.31949 0.32279 0.5 -1.4 -1.7 0.032
H 1.26153 1.66472 -0.43953 -1.4 -0.4 -0.3 0.027
H -3.05662 -0.89045 0.73629 0.7 -0.8 0.5 0.000
H -0.96743 2.59087 -3.36045 1.0 -0.2 1.7 -0.002
H 0.73953 2.84393 -2.58196 -2.2 -0.7 0.5 0.040
H -0.77970 3.50526 -1.77675 0.4 -1.3 -0.5 0.033
```
Positions in Å, forces in eV/Å.

Computed properties:
E = -10415.781 eV
LUMO level (spin up / spin down) = -0.63 / -1.65 eV
HOMO (spin up / spin down) = -7.4 / -7.4 eV
2S+1 = 2
Orbital gap (spin up / spin down) = 6.8 / 5.7 eV

No. 2
Molecular formula: C5H13N2O
Method: DFT, wB97M-V/def2-TZVPD

```
21
Properties=species:S:1:pos:R:3:forces:R:3:lowdin_spin:R:1
C -0.84963 2.42004 0.52989 0.2 0.1 0.7 0.004
O -0.00787 -1.65131 2.67672 0.2 0.0 0.0 0.017
C -0.56616 1.52442 -0.64443 1.0 -0.8 -1.7 0.043
C 0.88968 0.92593 -0.88035 -0.5 0.6 1.4 0.083
C 1.19340 -0.16457 0.09241 0.2 -1.4 -0.9 0.660
N -1.21754 -1.78979 -0.18608 0.5 0.1 -1.4 0.017
C -0.08910 -2.17042 -0.66258 1.3 0.4 -0.1 0.011
N 1.11671 -1.54075 -0.42533 -0.4 1.4 1.1 0.080
H -0.13676 3.24330 0.63936 0.0 0.0 -0.3 0.001
H -1.84471 2.85869 0.44839 0.0 0.0 -0.1 0.001
H -0.83035 1.90184 1.49246 0.0 -0.2 -0.1 0.002
H -0.82205 2.01640 -1.59446 0.0 0.2 0.3 0.002
H -1.12414 0.59356 -0.65617 -0.7 0.2 0.4 0.001
H 0.92026 0.50946 -1.89237 0.0 0.2 0.1 0.009
H 1.68763 1.66821 -0.75031 -0.3 0.2 -0.3 0.009
H -0.77306 -2.06786 2.28203 -0.5 -0.2 0.1 0.000
H 1.96145 -0.07964 0.84922 -0.1 0.3 0.2 0.032
H -1.87763 -2.20010 -0.85235 -0.5 -0.5 1.0 0.000
H 0.38727 -1.27956 1.88293 0.2 0.3 0.1 0.010
H 0.10650 -3.06455 -1.26769 -0.5 0.2 -0.3 -0.001
H 1.87609 -1.65328 -1.08127 -0.2 -0.9 -0.1 0.018
```
Positions in Å, forces in eV/Å.

Computed properties:
E = -10420.968 eV
LUMO level (spin up / spin down) = 0.75 / -0.18 eV
HOMO (spin up / spin down) = -8.6 / -9.3 eV
2S+1 = 2
Orbital gap (spin up / spin down) = 9.4 / 9.1 eV